No. 1
{"formula": "C25H29N3O3S", "method": "ωB97M-V/def2-TZVPD", "e_tot_ha": -1758.250658, "e_homo_ha": -0.2979, "largest_force_ev_per_a": 0.7, "gap_ev": 8.800, "smiles": "CCOCCCNC(=O)[C@@H](c1ccc(C)cc1)N(Cc1cccs1)C(=O)c1ccccn1", "relative_energy_ev": 1.249, "elements": ["C", "C", "O", "C", "C", "C", "N", "C", "O", "C", "C", "C", "C", "C", "C", "C", "C", "N", "C", "C", "C", "C", "C", "S", "C", "O", "C", "C", "C", "C", "C", "N", "H", "H", "H", "H", "H", "H", "H", "H", "H", "H", "H", "H", "H", "H", "H", "H", "H", "H", "H", "H", "H", "H", "H", "H", "H", "H", "H", "H", "H"], "positions_angstrom": [[-5.00848, -0.60843, 0.54818], [-4.98610, 0.56169, 1.52661], [-4.40594, 1.74486, 1.02079], [-5.10946, 2.39866, -0.02244], [-4.47408, 2.19656, -1.40422], [-3.09932, 2.85881, -1.49949], [-2.16563, 2.22400, -0.60012], [-0.95584, 1.78185, -0.97703], [-0.48875, 1.94811, -2.08668], [-0.24959, 1.02618, 0.15804], [-0.90095, -0.31779, 0.38375], [-1.42435, -1.05489, -0.67073], [-1.94242, -2.31860, -0.45320], [-1.95705, -2.87415, 0.81964], [-2.47329, -4.26227, 1.04077], [-1.45906, -2.12105, 1.87542], [-0.93872, -0.85893, 1.66210], [1.18254, 0.88786, -0.08047], [1.59641, 0.02340, -1.16195], [1.62994, -1.41674, -0.75424], [1.89349, -1.95086, 0.46629], [1.82351, -3.36273, 0.48064], [1.51379, -3.88282, -0.73150], [1.29850, -2.65532, -1.91847], [2.01087, 1.57031, 0.73876], [1.59227, 2.28973, 1.63697], [3.49248, 1.46648, 0.53581], [4.25458, 2.60460, 0.79541], [5.63101, 2.52226, 0.68247], [6.20012, 1.30691, 0.33377], [5.35520, 0.23015, 0.11044], [4.04079, 0.30390, 0.20341], [-5.68562, -0.41396, -0.28051], [-4.00999, -0.79260, 0.15993], [-5.34842, -1.50055, 1.06713], [-6.00760, 0.77224, 1.87752], [-4.36605, 0.30699, 2.39005], [-5.09393, 3.46778, 0.22185], [-6.15430, 2.06781, -0.03759], [-4.37254, 1.13147, -1.61406], [-5.13416, 2.63694, -2.15287], [-2.69036, 2.76971, -2.50933], [-3.18567, 3.92357, -1.25083], [-2.52991, 2.01953, 0.32124], [-0.32822, 1.63145, 1.07009], [-1.41776, -0.64716, -1.67116], [-2.33209, -2.88507, -1.28692], [-3.26960, -4.49831, 0.33847], [-2.84623, -4.38328, 2.05510], [-1.66700, -4.98078, 0.88895], [-1.47164, -2.53212, 2.87471], [-0.54246, -0.29006, 2.49058], [0.90230, 0.16530, -1.99441], [2.58952, 0.32846, -1.50233], [2.13042, -1.35612, 1.32878], [1.99810, -3.95856, 1.35883], [1.40284, -4.91083, -1.01371], [3.75776, 3.51809, 1.08091], [6.24999, 3.38801, 0.86893], [7.26934, 1.19549, 0.24155], [5.74282, -0.74437, -0.15761]], "forces_ev_per_angstrom": [[0.0900, 0.4127, 0.1575], [-0.1087, -0.3781, 0.1246], [0.2082, 0.1987, -0.0861], [-0.1526, 0.0285, -0.2926], [0.1621, 0.1657, 0.4085], [-0.1391, -0.0753, -0.2873], [-0.2417, 0.1544, 0.1966], [0.0101, 0.0962, 0.4704], [0.2344, 0.0124, -0.3212], [0.0842, 0.0783, 0.1165], [-0.2849, -0.0178, 0.0490], [-0.0404, 0.0408, 0.1908], [0.0668, -0.0001, 0.0769], [-0.0370, 0.0427, -0.0459], [0.0611, -0.0013, -0.0107], [-0.0368, 0.0090, -0.0069], [-0.0899, 0.1115, -0.0920], [-0.3168, 0.1183, -0.0728], [0.2191, -0.1950, -0.4359], [0.1086, -0.3998, -0.2718], [-0.0121, 0.1433, -0.2812], [-0.0416, -0.1774, -0.0304], [-0.0595, 0.0536, -0.3894], [0.2410, 0.0661, 0.4855], [-0.1837, 0.1449, 0.1160], [0.1482, 0.1446, 0.0873], [0.5948, 0.3162, 0.1677], [-0.1166, -0.0791, -0.0486], [-0.0406, -0.1048, -0.0415], [-0.0994, 0.0492, 0.0274], [0.3922, -0.0365, -0.0159], [-0.3890, -0.0083, 0.0812], [-0.0741, -0.0279, -0.1155], [0.0606, -0.0342, -0.0302], [-0.0665, -0.1369, 0.0430], [0.1171, 0.0290, 0.0250], [-0.1473, -0.0208, -0.0236], [-0.0891, -0.0740, -0.0494], [0.0160, 0.0213, 0.0542], [-0.0529, -0.0485, -0.0584], [-0.0536, 0.0103, -0.0382], [-0.0512, 0.0890, 0.1365], [0.0028, -0.0319, -0.1116], [0.1779, -0.1360, -0.0168], [-0.0541, -0.1616, -0.2570], [0.0153, 0.0665, -0.1456], [-0.0460, -0.0731, -0.0918], [-0.0683, -0.0670, -0.0155], [-0.0513, -0.0635, 0.0553], [0.0131, -0.1097, 0.0026], [-0.0127, -0.0514, 0.1191], [0.0702, 0.0854, 0.1112], [0.1186, 0.0634, 0.1125], [-0.2989, -0.0302, -0.0483], [0.0163, 0.1451, 0.1509], [0.0225, -0.1457, 0.1383], [0.0014, -0.2446, 0.0018], [-0.0372, 0.0545, 0.0453], [0.0269, 0.0526, 0.0087], [0.0786, -0.0339, -0.0174], [0.1360, -0.0396, -0.0113]]}

***

No. 2
{"formula": "CH5NP2", "method": "ωB97M-V/def2-TZVPD", "e_tot_ha": -778.496407, "e_homo_ha": -0.3264, "largest_force_ev_per_a": 2.3, "gap_ev": 8.659, "smiles": "C/P=N/P", "relative_energy_ev": 0.475, "elements": ["C", "P", "N", "P", "H", "H", "H", "H", "H"], "positions_angstrom": [[0.60569, -0.05402, -1.74746], [-0.32967, 0.98238, -0.52194], [-0.05125, 0.09815, 0.69830], [-0.41801, 0.34934, 2.36584], [-0.06324, -0.80341, -2.03175], [1.18924, 0.49905, -2.45910], [1.42500, -0.57705, -1.36301], [-1.82954, 0.62567, 2.53164], [-0.52823, -1.12011, 2.52749]], "forces_ev_per_angstrom": [[0.5054, 1.8640, 0.4929], [0.4918, 0.0208, -1.4540], [-0.3698, 0.1660, 2.1617], [0.1824, -1.8876, -0.1803], [-1.1209, -0.9234, -1.4445], [-0.8605, 0.5215, -1.3669], [0.9986, -0.9454, 1.8279], [0.3688, -0.1689, -0.5167], [-0.1958, 1.3532, 0.4799]]}